Arrangement A

7
Properties=species:S:1:pos:R:3 method="wB97M-V/def2-TZVPD" e_lumo_ev=0.0 smiles="C=O.OBr" homo_lumo_gap_ev=9.58
C -0.576 -0.880 -1.195
O -0.093 -0.223 -0.306
H -1.407 -0.479 -1.848
H -0.162 -1.942 -1.457
O 1.347 1.270 1.353
Br 0.095 1.562 2.679
H 0.796 0.692 0.774

Arrangement B

7
Properties=species:S:1:pos:R:3 method="wB97M-V/def2-TZVPD" e_lumo_ev=-0.6 smiles="C=O.OBr" homo_lumo_gap_ev=9.30
C -1.149 0.027 0.759
O -1.028 -0.124 1.935
H -0.561 -0.534 0.060
H -1.886 0.732 0.324
O 1.025 -0.123 -1.289
Br 1.961 0.216 0.226
H 1.638 -0.193 -2.015

Arrangement C

7
Properties=species:S:1:pos:R:3 method="wB97M-V/def2-TZVPD" e_lumo_ev=0.0 smiles="C=O.OBr" homo_lumo_gap_ev=9.90
C 0.574 1.790 0.329
O 0.811 0.629 0.475
H 0.391 2.236 -0.663
H 0.516 2.498 1.170
O -0.466 -2.667 -0.017
Br -1.794 -2.683 -1.225
H -0.033 -1.803 -0.070

Arrangement D

7
Properties=species:S:1:pos:R:3 method="wB97M-V/def2-TZVPD" e_lumo_ev="0.0 / 0.0" homo_lumo_gap_ev="9.43 / 9.43"
C 0.192 0.338 0.457
O -0.988 -1.423 -0.053
O -0.504 1.312 -0.116
Br 1.859 -0.139 -0.058
H -0.097 0.154 1.460
H -0.294 -1.763 -0.752
H -0.168 1.520 -0.938

Least stable structure: arrangement D

Arrangement A

22
Properties=species:S:1:pos:R:3 method="wB97M-V/def2-TZVPD" e_lumo_ev=-7.2 charge=+1 homo_lumo_gap_ev=5.19
C 0.163 1.081 -1.592
O -0.899 0.217 -1.189
C 1.417 0.446 -1.141
C 1.950 0.737 0.151
C 2.035 -0.523 1.140
C 0.428 -1.492 2.686
C 0.652 -0.982 1.482
N -4.124 0.088 -1.107
H 0.088 1.168 -2.677
H -0.015 2.049 -1.133
H -0.889 -0.458 -1.883
H 2.018 -0.140 -1.824
H 1.239 1.406 0.633
H 2.931 1.232 0.120
H 2.399 -0.070 2.064
H 2.742 -1.278 0.817
H -0.323 -2.233 2.903
H 1.159 -1.310 3.475
H -0.125 -0.960 0.724
H -3.513 0.891 -1.061
H -4.402 -0.087 -2.063
H -4.933 0.217 -0.525

Arrangement B

22
Properties=species:S:1:pos:R:3 method="wB97M-V/def2-TZVPD" e_lumo_ev=-3.5 charge=+1 homo_lumo_gap_ev=11.60
C 1.170 -1.931 -1.413
C -0.242 -0.568 -0.847
C -1.464 0.587 0.959
C -0.024 1.883 -0.696
C 1.014 0.463 1.137
C -0.194 0.630 0.135
N 0.051 -1.946 -0.324
O 0.897 -0.622 -1.777
H 2.061 -2.200 -1.001
H 0.826 -2.588 -2.185
H -1.237 -0.519 -1.278
H -1.853 -0.466 0.938
H -2.354 1.188 0.613
H -1.343 0.912 2.067
H -0.350 2.674 -0.068
H 0.919 2.000 -1.118
H -0.776 1.750 -1.594
H 1.735 -0.142 0.578
H 0.798 0.085 2.105
H 1.541 1.529 1.144
H -0.542 -2.751 -0.258
H 0.473 -1.838 0.612

Least stable structure: arrangement A